ORCA calculation (wB97M-V/def2-TZVPD) on a molecular structure, C29H23NO2P2S3TeW at a distorted geometry.

```
! RIJCOSX wB97M-V def2-TZVPD def2/J DEFGRID3
* xyz 2 1
W 0.3879 2.1895 1.0412
S 2.3758 1.0211 0.9059
P 0.9823 -0.5535 0.6205
C -0.4274 0.4990 0.5499
P -1.7193 1.0096 -0.5278
S -2.0192 2.8774 0.1693
C -1.2133 1.2159 -2.2528
C 0.1295 1.3177 -2.6152
C 0.4633 1.9452 -3.8112
C -0.5179 2.4417 -4.6536
C -1.8535 2.2554 -4.3268
C -2.1934 1.6256 -3.1244
C -3.0188 -0.1853 -0.3772
C -3.4086 -1.0656 -1.4125
C -4.4339 -1.9837 -1.2153
C -5.0558 -2.1355 0.0174
C -4.6834 -1.2841 1.0468
C -3.6474 -0.3532 0.8705
C 1.3055 -1.5277 -0.8441
C 2.5735 -1.4811 -1.4179
C 2.8550 -2.2665 -2.5327
C 1.8815 -3.0869 -3.0854
C 0.6332 -3.1394 -2.5050
C 0.3405 -2.3880 -1.3762
C 0.7251 -1.6668 2.0180
C 0.9695 -3.0405 1.8789
C 0.8455 -3.9103 2.9639
C 0.4556 -3.4176 4.1907
C 0.1922 -2.0597 4.3630
C 0.2929 -1.1903 3.2691
H 0.9254 0.9504 -1.9743
H 1.5140 2.0533 -4.0523
H -0.2705 2.9471 -5.5993
H -2.6507 2.5917 -4.9965
H -3.2641 1.5158 -2.8535
H -2.9037 -1.0597 -2.3684
H -4.7612 -2.6265 -2.0275
H -5.8400 -2.8821 0.1574
H -5.2169 -1.3318 1.9990
H -3.3678 0.3014 1.7135
H 3.3055 -0.7420 -1.0630
H 3.8329 -2.2028 -3.0330
H 2.1154 -3.6916 -3.9580
H -0.1407 -3.7724 -2.9316
H -0.6598 -2.4356 -0.9055
H 1.3006 -3.4207 0.8946
H 1.0203 -5.0018 2.8497
H 0.3504 -4.0976 5.0331
H -0.1105 -1.6995 5.3605
H 0.0115 -0.1342 3.3989
Te -0.0177 2.9904 3.4506
C 1.9910 3.3589 3.1201
C 2.9535 2.9243 4.0740
C 4.2753 3.1362 3.6027
C 4.3403 3.7073 2.3494
S 2.7448 4.0931 1.6843
H 2.6678 2.4932 5.0420
H 5.1538 2.7879 4.1373
H 5.2043 3.9723 1.7639
O 0.0994 5.1136 -0.1567
N 0.7604 4.1566 -0.6612
O 1.4204 4.3426 -1.8773
*
```

LUMO (alpha / beta): -8.600 / -8.600 eV
energy: -3535.76279 hartree
HOMO level (alpha / beta): -14.24 / -14.24 eV

ORCA calculation (wB97M-V/def2-TZVPD) on a molecular structure, C29H24BBaCl2F4IN4S.

```
! RIJCOSX wB97M-V def2-TZVPD def2/J DEFGRID3
* xyz -2 1
Ba -0.0642 0.2986 0.2517
C 4.4205 -2.4906 0.1862
C 3.3511 -1.4350 0.1178
N 2.3099 -1.4376 0.8776
N 2.1967 -2.5147 1.7014
C 1.2493 -2.4335 2.6208
N 1.1456 -3.5958 3.3675
S 0.2346 -1.1377 3.0787
C 3.4894 -0.3548 -0.8917
C 4.5283 -0.3805 -1.8230
C 4.6265 0.6276 -2.7688
C 3.6992 1.6514 -2.7622
C 2.6938 1.6056 -1.8058
N 2.5817 0.6339 -0.9074
H 4.3270 -3.0299 1.1231
H 5.4153 -2.0480 0.1121
H 4.3106 -3.2120 -0.6300
H 1.4845 -4.4144 2.8845
H 0.2557 -3.6932 3.8265
H 5.2376 -1.1946 -1.8253
H 5.4189 0.6011 -3.5077
H 3.7150 2.4581 -3.4812
H 1.9368 2.3782 -1.7848
I -3.3906 0.2965 -1.5199
C -3.8767 -1.7039 -1.1166
C -5.1797 -2.0846 -1.2756
C -5.5429 -3.4318 -1.0592
C -4.5909 -4.3423 -0.7055
C -3.2359 -3.9579 -0.5443
C -2.2513 -4.9146 -0.1986
C -0.9496 -4.5249 -0.0669
C -0.5855 -3.1713 -0.2546
C -1.4783 -2.1608 -0.5720
C -2.8337 -2.6004 -0.7362
H -5.9274 -1.3609 -1.5715
H -6.5771 -3.7322 -1.1835
H -4.8562 -5.3829 -0.5451
H -2.5506 -5.9479 -0.0520
H -0.1874 -5.2564 0.1877
H 0.4698 -2.9411 -0.1235
F -0.3509 1.7079 -2.0264
B -0.4276 2.5251 -3.2158
F 0.5232 3.5486 -3.1026
F -1.7180 3.0309 -3.3212
F -0.1149 1.7127 -4.3166
Cl -0.9402 -2.4049 -4.8231
C -0.1834 -1.3529 -3.5993
Cl 1.5366 -1.7449 -3.3774
H -0.6889 -1.5348 -2.6493
H -0.2561 -0.3259 -3.9371
C -2.6144 5.7492 3.5388
C -3.2137 4.6714 2.8501
C -2.4292 3.6995 2.2911
C -1.0114 3.7270 2.3738
C -0.2377 2.6789 1.7672
C 1.1290 2.8257 1.9148
C 1.7483 3.9021 2.5991
C 0.9905 4.8840 3.1699
C -0.4233 4.8200 3.0700
C -1.2530 5.8175 3.6431
H -3.2349 6.5215 3.9809
H -4.2931 4.6203 2.7633
H -2.8731 2.8687 1.7543
H 1.8201 2.0853 1.4898
H 2.8316 3.9434 2.6721
H 1.4487 5.7143 3.6990
H -0.7840 6.6444 4.1693
*
```

LUMO: 4.193 eV
energy: -3404.96073 hartree
HOMO level: -2.25 eV
energy above the lowest of the compared OMol25 structures with the same formula, charge and spin: 0.0 kJ/mol

ORCA calculation (wB97M-V/def2-TZVPD) on 2 unconnected molecules or ions with the total composition C29H24Cl2F3N2 at a distorted geometry.

```
! RIJCOSX wB97M-V def2-TZVPD def2/J DEFGRID3
* xyz 1 1
Cl 5.3228 3.3309 0.4765
C 3.7154 3.0676 1.0181
C 3.4725 2.4741 2.2529
C 2.1899 2.2467 2.6764
C 1.0751 2.6097 1.8784
C -0.2222 2.3396 2.3836
C -1.5190 2.5998 1.8715
C -2.6350 2.2495 2.6734
C -3.9170 2.4834 2.2513
C -4.1583 3.0741 1.0148
Cl -5.7654 3.3592 0.4804
C -3.0880 3.4265 0.2051
C -1.8065 3.1942 0.6179
C 1.3639 3.2318 0.6385
C 2.6462 3.4476 0.2195
H 4.3129 2.2092 2.8692
H 2.0169 1.8008 3.6419
H -0.2231 1.8573 3.3482
H -2.4639 1.7991 3.6370
H -4.7582 2.2194 2.8667
H -3.2753 3.8867 -0.7499
H -1.0305 3.4732 -0.0573
H 0.5880 3.5763 -0.0062
H 2.8353 3.9219 -0.7283
C -0.7425 -2.8756 1.4896
N -1.0575 -2.1605 0.2635
C -0.2331 -1.0319 -0.2336
H -0.2539 -0.2184 0.4984
C 1.1786 -1.4302 -0.5280
C 1.4365 -2.4478 -1.4297
C 2.7343 -2.8188 -1.7079
C 3.7863 -2.1771 -1.0936
C 5.2144 -2.5961 -1.3805
F 6.0177 -1.5232 -1.2256
F 5.5480 -3.5654 -0.5043
F 5.2817 -3.0571 -2.6461
C 3.5359 -1.1672 -0.1921
C 2.2416 -0.7899 0.0891
N -0.9786 -0.6173 -1.4465
C -0.5598 0.5036 -2.2719
C -2.0996 -1.4558 -1.6543
C -2.1485 -2.4018 -0.6048
C -3.1513 -3.3544 -0.5715
C -4.0996 -3.3641 -1.5816
C -4.0514 -2.4373 -2.6105
C -3.0539 -1.4767 -2.6557
H -1.4745 -3.6545 1.6795
H 0.2403 -3.3315 1.4061
H -0.7386 -2.1855 2.3293
H 0.6151 -2.9470 -1.9156
H 2.9520 -3.6045 -2.4102
H 4.3707 -0.6761 0.2767
H 2.0567 0.0130 0.7831
H -1.2442 0.6459 -3.1025
H -0.5367 1.4120 -1.6760
H 0.4360 0.3176 -2.6651
H -3.1922 -4.0759 0.2245
H -4.8856 -4.1031 -1.5690
H -4.8004 -2.4661 -3.3866
H -3.0200 -0.7600 -3.4562
*
```

LUMO: -6.166 eV
energy: -2448.72354 hartree
HOMO level: -8.98 eV
energy above the lowest of the compared OMol25 structures with the same formula, charge and spin: 105.8 kJ/mol

ORCA calculation (wB97M-V/def2-TZVPD) on a molecular structure, C29H24Cl2N5ORhS.

```
! RIJCOSX wB97M-V def2-TZVPD def2/J DEFGRID3
* xyz 2 1
Rh 0.8786 -0.2075 -0.0343
C 1.2495 1.7655 -2.9931
C -0.1469 1.3917 -2.6128
C -1.2027 1.9948 -3.3017
C -2.5082 1.6737 -3.0171
C -2.7463 0.7114 -2.0450
C -1.6738 0.1546 -1.3876
N -0.3792 0.4962 -1.6426
C -1.8772 -0.8471 -0.3269
C -2.9712 -1.6881 -0.2090
C -2.9577 -2.6597 0.7780
C -1.8772 -2.7557 1.6427
C -0.8174 -1.8786 1.4899
N -0.8471 -0.9644 0.5149
C 0.3996 -1.8294 2.3208
C 0.4647 -2.5298 3.5033
C 1.5700 -2.3642 4.3227
C 2.5394 -1.4753 3.9295
C 2.4397 -0.7854 2.7180
C 3.5039 0.2169 2.4182
N 1.3920 -0.9926 1.8928
H 1.2460 2.2176 -3.9813
H 1.9046 0.8977 -3.0205
H 1.6556 2.4986 -2.2930
H -0.9663 2.7218 -4.0653
H -3.3264 2.1527 -3.5369
H -3.7528 0.4234 -1.7800
H -3.7926 -1.6190 -0.9064
H -3.7775 -3.3597 0.8606
H -1.8560 -3.5218 2.4027
H -0.3496 -3.1720 3.8023
H 1.6499 -2.8972 5.2602
H 3.3986 -1.2855 4.5564
H 4.3133 0.1167 3.1364
H 3.0913 1.2226 2.5036
H 3.9223 0.0963 1.4293
Cl 3.0172 0.4367 -0.8509
C 3.1630 2.1255 -0.3330
C 4.3290 2.7801 -0.6769
C 4.4735 4.0991 -0.2807
C 3.4638 4.7175 0.4403
C 2.3094 4.0259 0.7660
Cl 1.0738 4.8216 1.6646
C 2.1156 2.6894 0.3834
S 0.6071 1.9027 0.8487
H 5.1018 2.2727 -1.2380
H 5.3725 4.6433 -0.5322
H 3.5630 5.7461 0.7583
N -1.5254 -4.5463 -3.4617
C -1.3306 -4.6651 -2.1308
O -2.1478 -5.0968 -1.3460
C -0.0194 -4.1455 -1.5940
C 0.8907 -4.9876 -0.9648
C 2.0042 -4.4318 -0.3582
C 2.1137 -3.0531 -0.3007
N 1.2134 -2.2386 -0.8620
C 0.2024 -2.7841 -1.5492
H -2.3670 -4.9463 -3.8492
H -0.7560 -4.3751 -4.0864
H 0.7238 -6.0572 -0.9526
H 2.7596 -5.0506 0.1047
H 2.9342 -2.5815 0.2248
H -0.4803 -2.0975 -2.0351
*
```

LUMO: -6.499 eV
energy: -2897.27010 hartree
HOMO level: -13.30 eV
energy above the lowest of the compared OMol25 structures with the same formula, charge and spin: 0.0 kJ/mol

What did the third record say?
ORCA calculation (wB97M-V/def2-TZVPD) on 2 unconnected molecules or ions with the total composition C29H24Cl2F3N2 at a distorted geometry.

```
! RIJCOSX wB97M-V def2-TZVPD def2/J DEFGRID3
* xyz 1 1
Cl 5.3228 3.3309 0.4765
C 3.7154 3.0676 1.0181
C 3.4725 2.4741 2.2529
C 2.1899 2.2467 2.6764
C 1.0751 2.6097 1.8784
C -0.2222 2.3396 2.3836
C -1.5190 2.5998 1.8715
C -2.6350 2.2495 2.6734
C -3.9170 2.4834 2.2513
C -4.1583 3.0741 1.0148
Cl -5.7654 3.3592 0.4804
C -3.0880 3.4265 0.2051
C -1.8065 3.1942 0.6179
C 1.3639 3.2318 0.6385
C 2.6462 3.4476 0.2195
H 4.3129 2.2092 2.8692
H 2.0169 1.8008 3.6419
H -0.2231 1.8573 3.3482
H -2.4639 1.7991 3.6370
H -4.7582 2.2194 2.8667
H -3.2753 3.8867 -0.7499
H -1.0305 3.4732 -0.0573
H 0.5880 3.5763 -0.0062
H 2.8353 3.9219 -0.7283
C -0.7425 -2.8756 1.4896
N -1.0575 -2.1605 0.2635
C -0.2331 -1.0319 -0.2336
H -0.2539 -0.2184 0.4984
C 1.1786 -1.4302 -0.5280
C 1.4365 -2.4478 -1.4297
C 2.7343 -2.8188 -1.7079
C 3.7863 -2.1771 -1.0936
C 5.2144 -2.5961 -1.3805
F 6.0177 -1.5232 -1.2256
F 5.5480 -3.5654 -0.5043
F 5.2817 -3.0571 -2.6461
C 3.5359 -1.1672 -0.1921
C 2.2416 -0.7899 0.0891
N -0.9786 -0.6173 -1.4465
C -0.5598 0.5036 -2.2719
C -2.0996 -1.4558 -1.6543
C -2.1485 -2.4018 -0.6048
C -3.1513 -3.3544 -0.5715
C -4.0996 -3.3641 -1.5816
C -4.0514 -2.4373 -2.6105
C -3.0539 -1.4767 -2.6557
H -1.4745 -3.6545 1.6795
H 0.2403 -3.3315 1.4061
H -0.7386 -2.1855 2.3293
H 0.6151 -2.9470 -1.9156
H 2.9520 -3.6045 -2.4102
H 4.3707 -0.6761 0.2767
H 2.0567 0.0130 0.7831
H -1.2442 0.6459 -3.1025
H -0.5367 1.4120 -1.6760
H 0.4360 0.3176 -2.6651
H -3.1922 -4.0759 0.2245
H -4.8856 -4.1031 -1.5690
H -4.8004 -2.4661 -3.3866
H -3.0200 -0.7600 -3.4562
*
```

LUMO: -6.166 eV
energy: -2448.72354 hartree
HOMO level: -8.98 eV
energy above the lowest of the compared OMol25 structures with the same formula, charge and spin: 105.8 kJ/mol